ORCA calculation (ωB97M-V/def2-TZVPD) on a molecular structure, C44H52CaFN8O3.

Calculated values
Frontier orbital gap ... 7.5 eV
Net charge ... +3
LUMO ... -0.221 hartree
Total energy ... -85670.302 eV

```
109
Properties=species:S:1:pos:R:3:lowdin_charge:R:1
Ca -1.984 0.595 0.471 1.370
C -3.798 -0.997 4.670 -0.029
C -3.473 -0.688 3.330 -0.123
N -2.614 0.219 2.988 0.036
C -1.873 0.880 3.928 -0.137
C -2.133 0.642 5.286 -0.138
C -3.114 -0.353 5.641 0.022
C -1.377 1.292 6.274 0.000
C -0.393 2.201 5.908 0.003
C -0.163 2.472 4.552 -0.142
C 0.887 3.390 4.131 0.026
C 1.078 3.664 2.826 -0.032
C 0.246 3.004 1.906 -0.119
N -0.628 2.098 2.225 0.068
C -0.837 1.807 3.543 -0.153
H -4.541 -1.701 4.940 0.105
H -3.954 -1.246 2.513 0.098
H -3.369 -0.481 6.703 0.138
H -1.654 1.089 7.275 0.112
H 0.109 2.822 6.721 0.152
H 1.438 3.930 4.873 0.121
H 1.850 4.334 2.549 0.106
H 0.473 3.171 0.858 0.111
F 2.413 -3.888 3.077 0.069
C 2.754 -2.947 2.176 -0.193
C 1.702 -2.185 1.705 0.085
C 2.008 -1.153 0.837 -0.037
C 0.852 -0.404 0.153 -0.300
O -0.313 -0.747 0.348 -0.148
C 1.256 0.727 -0.638 -0.015
C 2.595 0.989 -0.824 0.051
N 3.599 0.248 -0.286 0.016
C 4.963 0.556 -0.716 -0.249
C 6.140 0.668 0.192 -0.112
C 5.502 1.924 -0.362 -0.059
C 3.340 -0.855 0.507 -0.126
C 4.362 -1.637 1.025 0.060
C 4.068 -2.797 1.749 -0.160
N 5.062 -3.643 2.226 -0.084
C 6.332 -3.163 2.811 -0.086
C 7.471 -4.037 2.217 -0.078
N 6.991 -5.377 1.759 0.047
C 5.994 -5.909 2.728 -0.080
C 4.736 -5.041 2.671 -0.098
C 0.257 1.630 -1.507 -0.575
O 0.851 2.334 -2.355 -0.031
O -0.974 1.576 -1.231 -0.174
H 0.662 -2.408 1.945 0.143
H 2.895 1.859 -1.364 0.141
H 5.195 0.232 -1.726 0.159
H 7.056 0.224 -0.166 0.108
H 6.048 0.505 1.267 0.107
H 5.925 2.533 -1.163 0.118
H 4.939 2.452 0.413 0.118
H 5.406 -1.600 0.691 0.119
H 6.222 -3.352 3.893 0.136
H 6.494 -2.074 2.663 0.140
H 8.258 -4.263 2.950 0.147
H 7.896 -3.535 1.378 0.123
H 7.786 -6.032 1.621 0.206
H 6.454 -5.302 0.857 0.206
H 6.523 -5.812 3.699 0.152
H 5.835 -6.917 2.554 0.119
H 4.207 -5.097 3.647 0.145
H 4.091 -5.425 1.948 0.113
C -0.437 3.102 -5.014 -0.044
C -1.779 2.396 -5.318 -0.136
N -2.947 3.271 -5.109 -0.106
C -2.816 3.930 -3.770 -0.128
C -1.619 4.852 -3.715 -0.082
N -0.781 4.609 -4.929 -0.082
C -1.561 5.004 -6.137 -0.096
C -2.952 4.393 -6.116 -0.111
H 0.307 2.985 -5.814 0.132
H 0.004 2.756 -4.011 0.106
H -1.777 1.558 -4.639 0.120
H -1.855 2.083 -6.339 0.120
H -2.657 3.166 -3.034 0.107
H -3.731 4.471 -3.637 0.121
H -0.977 4.744 -2.862 0.128
H -1.894 5.885 -3.815 0.129
H 0.040 5.221 -4.780 0.201
H -0.949 4.693 -6.983 0.134
H -1.560 6.133 -6.169 0.156
H -3.119 4.028 -7.077 0.104
H -3.722 5.131 -5.864 0.137
C -5.169 -3.057 0.406 0.000
N -4.887 -3.468 -0.980 -0.192
C -6.142 -3.656 -1.753 0.025
C -3.879 -2.621 -1.691 -0.109
C -4.289 -1.185 -1.817 -0.299
C -5.103 -0.794 -2.870 -0.074
C -5.716 0.456 -2.885 -0.065
C -5.436 1.363 -1.846 -0.072
C -4.529 0.962 -0.858 -0.193
C -3.877 -0.286 -0.798 -0.199
H -5.684 -3.902 0.868 0.117
H -5.721 -2.116 0.473 0.118
H -4.230 -2.827 0.851 0.072
H -4.462 -4.387 -0.919 0.176
H -6.577 -2.693 -1.954 0.098
H -6.744 -4.210 -1.070 0.093
H -5.991 -4.280 -2.662 0.133
H -3.723 -3.159 -2.616 0.128
H -2.897 -2.734 -1.151 0.144
H -5.514 -1.491 -3.562 0.099
H -6.365 0.789 -3.711 0.117
H -5.971 2.266 -1.798 0.088
H -4.337 1.617 -0.004 0.071
```